The following is a quantum chemistry calculation of C21H23BN10O4V as an isolated structure, from the OMol25 dataset.

- total charge = +2
- relative energy (zero: lowest compared OMol25 entry of this formula, charge and spin) (eV) = 0.641
- <S²> = 3.77
- frontier orbital gap (alpha / beta) (eV) = 7.153 / 4.157
- spin multiplicity = 4
- E_HOMO (alpha / beta) (eV) = -14.13 / -14.13

Last column: Mulliken spin population.
Geometry (Å):
V1 0.180 -0.299 0.969  1.9365
C1 3.163 1.471 0.163  0.0045
C2 1.995 1.498 -0.761  0.0105
C3 1.901 2.025 -2.052  -0.0059
C4 0.602 1.804 -2.444  0.0229
N1 -0.061 1.184 -1.448  0.0063
N2 0.804 0.992 -0.416  0.0019
B1 -1.503 0.639 -1.338  -0.1006
N3 -1.463 -0.890 -1.405  0.0027
C5 -2.153 -1.850 -2.050  0.0231
C6 -1.884 -3.065 -1.467  -0.0060
C7 -1.016 -2.794 -0.407  0.0191
C8 -0.423 -3.759 0.559  0.0004
N4 -0.760 -1.478 -0.379  0.0019
N5 -2.130 1.075 0.019  0.0248
C9 -3.337 1.606 0.299  0.0275
C10 -3.503 1.669 1.662  -0.0055
C11 -2.335 1.124 2.203  0.0202
C12 -1.945 0.931 3.628  0.0071
N6 -1.522 0.765 1.206  -0.0292
N7 -2.325 1.331 -2.466  0.2566
C13 -2.477 2.740 -2.588  0.1253
C14 -3.223 2.979 -3.691  0.0114
C15 -3.513 1.704 -4.225  0.2654
C16 -4.258 1.306 -5.414  0.0031
N8 -2.920 0.716 -3.416  0.3055
H1 4.039 1.064 -0.339  0.0008
H2 2.967 0.876 1.057  -0.0035
H3 3.405 2.484 0.486  0.0020
H4 2.681 2.502 -2.620  -0.0002
H5 0.117 2.047 -3.376  0.0015
H6 -2.779 -1.609 -2.889  0.0005
H7 -2.264 -4.027 -1.761  0.0000
H8 0.491 -4.189 0.149  0.0020
H9 -1.128 -4.566 0.746  0.0008
H10 -0.166 -3.289 1.506  0.0003
H11 -4.015 1.904 -0.485  0.0028
H12 -4.352 2.050 2.200  0.0000
H13 -2.792 1.123 4.281  0.0002
H14 -1.143 1.617 3.905  -0.0002
H15 -1.600 -0.087 3.811  -0.0014
H16 -2.025 3.395 -1.860  -0.0049
H17 -3.538 3.930 -4.085  0.0016
H18 -4.905 2.102 -5.775  0.0039
H19 -4.820 0.389 -5.233  0.0200
H20 -3.537 1.068 -6.211  0.0557
O1 5.028 -3.546 1.511  -0.0002
C17 5.614 -2.762 2.413  -0.0004
O2 6.773 -2.870 2.693  0.0001
C18 4.784 -1.711 3.088  0.0002
C19 5.342 -0.900 4.048  -0.0001
N9 4.380 -0.043 4.441  0.0003
N10 3.222 -0.223 3.827  0.0003
C20 3.445 -1.241 2.997  0.0005
C21 2.360 -1.714 2.142  -0.0005
O3 2.447 -2.609 1.332  -0.0026
O4 1.191 -1.035 2.271  -0.0096
H21 4.084 -3.332 1.399  0.0008
H22 6.342 -0.895 4.448  0.0000
H23 4.457 0.675 5.144  0.0001

Atoms 1-6, force components in eV/Å:
V 0.027 -0.751 0.295
C 0.001 0.001 -0.013
C 0.004 -0.018 0.007
C -0.013 0.033 0.010
C -0.051 -0.042 -0.041
N -0.019 0.157 -0.003